Entry 1:
This record from the Open Molecules 2025 dataset describes a structure of composition C36H95HfN5O15. The level of theory is wB97M-V/def2-TZVPD.

Calculated values
charge = +2
frontier orbital gap = 3.41 eV
lowest unoccupied orbital energy = -0.3183 hartree
calculated total energy = -78317.81636 eV

CARTESIAN COORDINATES (ANGSTROEM)
1 H -3.9966 -4.8323 -2.1283
2 H 1.2915 -4.9867 1.1894
3 C 0.8233 -4.7718 0.2229
4 Hf 1.9044 0.0775 2.6438
5 H 1.2380 -1.8466 -4.3706
6 N 2.9988 -3.7103 -0.1208
7 C -2.3160 -3.5533 -4.5797
8 H -1.0788 4.0125 6.2595
9 H -3.6055 2.3421 -2.4807
10 H -3.2676 -3.0920 -4.3066
11 O 1.0378 2.4521 2.9550
12 H -5.1680 -3.1841 -0.2272
13 H -0.4913 5.7235 -1.2731
14 N -4.7570 -2.6394 -0.9748
15 H 1.0951 4.7708 6.2185
16 H 0.2478 -5.6758 0.0179
17 O -1.2713 -2.8172 -3.9687
18 H 0.2496 -1.4945 6.7020
19 H -2.3308 -4.7925 -1.5317
20 H 1.5837 -3.8380 -1.6308
21 H -2.8040 -2.4440 -1.8245
22 C -4.5346 1.8636 -2.7938
23 H 1.9269 0.8627 -3.4459
24 C 1.9275 -4.4546 -0.8011
25 C -2.4124 2.9013 4.3029
26 C 1.8183 2.9956 -0.7590
27 C 4.6301 -0.3355 5.9712
28 O -0.5793 -1.0130 6.7066
29 H 3.7039 2.9106 0.2581
30 H 2.2373 -0.5865 -2.5628
31 H -2.5500 1.1490 -6.7205
32 O -0.2870 0.0669 1.9990
33 H -3.6404 -0.4436 -2.2432
34 H 5.2098 -3.3095 0.8085
35 H -4.3454 1.2946 -3.7065
36 C 2.8576 2.8964 6.3792
37 H -4.2024 -0.9023 0.1454
38 C -3.3356 -3.0131 -1.0605
39 H 4.8051 -0.9448 5.0833
40 C 5.3889 -0.6394 -1.1394
41 H -2.2523 -4.5627 -4.1715
42 H 3.4637 3.3792 5.6158
43 C 4.0984 -3.3560 -1.0180
44 H -2.9014 2.5007 5.1940
45 H 0.2087 2.3266 -4.6294
46 C -0.6448 3.0032 -4.7466
47 H -1.4747 2.6947 -2.8216
48 H -2.6481 -6.7847 0.1786
49 H -0.4694 -3.8167 2.4059
50 H -2.2631 0.5604 1.7035
51 H 4.1467 0.3792 -4.0544
52 C -1.6244 1.6516 -6.4468
53 H -2.8984 3.8484 4.0618
54 H -2.2848 -1.0421 -4.0336
55 C -1.3912 0.1991 1.1481
56 C -0.9787 3.5095 -3.3694
57 H 3.3693 1.6487 -0.9469
58 C -1.2617 1.1121 -0.0477
59 O -2.0028 5.4238 0.2033
60 H 0.1540 2.7351 3.3011
61 H -0.8266 0.9227 -6.2805
62 H 2.8168 3.4745 7.3058
63 H -0.7440 -2.2657 5.1482
64 C 3.3891 -0.3324 -4.4053
65 O 5.3728 -1.4357 0.0215
66 C 5.3277 -1.7427 -4.6411
67 H -2.5898 4.4098 -4.0639
68 H -1.6296 0.2126 4.5997
69 H -0.3553 -0.9542 -2.5498
70 O 1.7005 -1.6327 0.8975
71 C -1.4297 -1.6292 5.7208
72 C 5.3016 -2.8462 -0.1749
73 C -0.2819 -0.6388 -3.5974
74 H 3.7275 -2.6411 -1.7558
75 C -3.7056 -6.5736 0.0140
76 H 2.3933 -2.2935 0.5945
77 O -5.0075 1.0015 -1.7524
78 H -2.6506 6.1812 -2.2367
79 O -1.0122 2.9317 4.4821
80 C -0.5819 4.0058 5.2830
81 C 0.9318 3.9642 5.4933
82 O -1.8356 2.4314 -5.2794
83 C -1.3581 5.1083 -1.0172
84 H 3.1949 -0.0557 -5.4444
85 H 3.9052 -0.9336 6.5321
86 H -0.3807 5.7076 1.5258
87 C 3.5205 1.5996 6.7854
88 H -1.3218 2.2682 -7.2970
89 H 2.9382 0.9567 7.4489
90 H -0.4786 0.7505 -0.7180
91 O -0.1012 -3.6594 0.3408
92 H -1.5486 -4.7188 1.3997
93 H 3.3458 -4.2305 0.6769
94 H -4.3771 -6.9304 0.7938
95 H -5.8740 -1.0263 -0.2641
96 H -3.3494 4.6055 -1.9446
97 H 6.1763 -1.0369 -1.7835
98 H 5.5565 -0.2407 6.5386
99 H -2.6297 2.2023 3.4950
100 C -2.4079 5.1203 -2.1462
101 N 1.0146 -0.8639 -4.2735
102 C -2.2513 -0.5455 5.0709
103 H 6.2655 -3.1766 -0.5672
104 H -1.0088 2.0977 0.3418
105 C -4.6827 -0.3584 -1.9017
106 H 2.2601 -5.4363 -1.1465
107 H -1.7566 -3.0293 1.5405
108 C 2.9406 2.2249 -0.1196
109 H -1.3017 -1.3405 -5.4576
110 C -0.9805 -3.7847 1.4363
111 H -0.9887 4.0830 -0.9015
112 C 2.1171 -0.2048 -3.5869
113 O 2.5982 1.3392 0.8949
114 H -5.1984 -0.8087 -2.7571
115 N -1.8427 4.6668 -3.4294
116 H -2.7519 -2.7381 -0.1756
117 H -0.5547 0.4161 -3.6399
118 H -0.2455 3.8372 -5.3310
119 H 0.9897 2.5791 6.9081
120 H 4.3857 1.9088 7.3818
121 O 4.0926 0.9361 5.6417
122 H -0.0512 3.8276 -2.8872
123 H 1.0701 2.3412 -1.2093
124 H 5.9455 -1.3073 -3.8510
125 H 1.4381 3.2544 2.6019
126 C -3.3671 -4.5210 -1.2947
127 N 1.4095 2.6963 5.9914
128 H 1.2497 3.6247 -0.0677
129 H 5.6899 0.3732 -0.8669
130 H 0.8556 -1.9741 0.5387
131 H 2.1589 3.7045 -1.5143
132 H -2.0546 -2.3725 6.2230
133 H -2.9101 -0.2705 5.8958
134 H -2.1843 1.0768 -0.6279
135 H 4.3720 -4.2201 -1.6314
136 H 5.4668 -1.2548 -5.6075
137 O -3.7912 -5.1611 -0.0882
138 H -2.1945 -3.6993 -5.6553
139 H -0.8502 4.9842 4.8714
140 C -1.3280 -1.4594 -4.3736
141 O 3.9737 -1.6221 -4.2786
142 H -1.9568 4.9506 2.1411
143 H 4.4499 -0.4924 -1.6784
144 H 5.6063 -2.7946 -4.6842
145 H 1.3443 4.3154 4.5456
146 H -2.9584 -0.9126 4.3237
147 C -1.2380 5.0549 1.3324
148 H -4.1492 -7.0577 -0.8609
149 H -1.6514 -0.8153 0.8264
150 C -4.8751 -1.2113 -0.6656
151 H -5.3056 2.5980 -3.0178
152 H -0.7325 4.0970 1.1566

Entry 2:
This record from the Open Molecules 2025 dataset describes a cluster of 2 separate species, C4H12N2O2 in total. The level of theory is wB97M-V/def2-TZVPD.

Calculated values
charge = 0
frontier orbital gap = 9.76 eV
lowest unoccupied orbital energy = 0.0168 hartree
calculated total energy = -11417.38582 eV

CARTESIAN COORDINATES (ANGSTROEM)
1 H -2.1174 -1.3562 1.2221
2 H -0.5206 1.2601 1.6324
3 C -0.3301 -0.6936 0.6460
4 H 0.1023 -2.1429 -0.9265
5 H -1.9575 0.8952 1.0062
6 H 2.0144 2.5717 2.2030
7 H 2.5821 1.1163 2.2270
8 H 1.3846 0.0047 -1.2969
9 C -0.9006 0.7632 0.7352
10 C -0.3023 -1.0837 -0.8197
11 N -1.1488 -1.5948 1.4396
12 O 2.4355 1.8880 1.6738
13 N 0.5172 -0.3171 -1.6902
14 C 0.2703 0.0621 -2.9538
15 H -0.7521 1.3784 -0.1676
16 H -1.0190 -1.4509 2.4479
17 O -0.7798 -0.1598 -3.5213
18 H 1.1045 0.6543 -3.4459
19 H 0.7200 -0.5677 0.9426
20 H -1.3026 -1.2273 -1.3538